(1)
Entry from the OMol25 dataset: a structure of composition C20H16AuN8O (ωB97M-V with the def2-TZVPD basis set).

Geometry as ORCA input:
```
! wB97M-V def2-TZVPD RIJCOSX def2/J DEFGRID3
* xyz 1 1
Au 0.326 -0.010 -0.126
C -1.499 2.974 3.917
N -0.836 1.847 3.280
C -0.216 1.832 2.113
N 0.092 0.575 1.808
C -0.383 -0.150 2.866
N -0.954 0.596 3.772
C -2.886 3.238 3.365
C -3.669 4.172 4.036
C -4.941 4.477 3.583
C -5.448 3.849 2.458
C -4.673 2.912 1.783
C -3.391 2.608 2.235
C -5.278 2.235 0.634
N -6.536 2.157 0.376
N -6.661 1.416 -0.780
C -5.470 1.091 -1.140
O -4.523 1.577 -0.290
C -5.113 0.264 -2.296
C -6.065 -0.642 -2.761
C -5.774 -1.448 -3.845
C -4.533 -1.363 -4.463
C -3.587 -0.450 -4.020
C -2.277 -0.344 -4.763
N -1.128 -0.284 -3.855
C -1.044 -0.704 -2.606
N 0.151 -0.370 -2.121
C 0.772 0.255 -3.166
N 0.021 0.319 -4.232
C -3.886 0.374 -2.937
H -0.860 3.848 3.787
H -1.544 2.745 4.979
H -0.016 2.706 1.516
H -0.290 -1.219 2.947
H -3.281 4.660 4.922
H -5.542 5.204 4.111
H -6.444 4.069 2.098
H -2.815 1.856 1.708
H -7.021 -0.705 -2.259
H -6.508 -2.157 -4.204
H -4.304 -2.010 -5.301
H -2.224 0.565 -5.361
H -2.146 -1.193 -5.433
H -1.832 -1.205 -2.074
H 1.769 0.656 -3.118
H -3.171 1.112 -2.589
*
```

Calculated values
- maximum force (eV/A) = 0.09
- LUMO (Ha) = -0.0917
- total energy (eV) = -38654.7754
- ΔE to the lowest compared entry with this formula, charge and spin (eV) = 0.000
- highest occupied orbital energy (Ha) = -0.41860

---

(2)
Entry from the OMol25 dataset: an isolated molecule of C20H16Cl2N4O (ωB97M-V with the def2-TZVPD basis set).

Geometry as ORCA input:
```
! wB97M-V def2-TZVPD RIJCOSX def2/J DEFGRID3
* xyz 0 1
O -1.911 1.866 2.201
C -1.654 1.293 1.160
C -2.628 0.775 0.213
C -3.993 0.830 0.499
C -4.896 0.263 -0.370
C -4.452 -0.364 -1.533
C -3.112 -0.415 -1.838
C -2.181 0.155 -0.966
N -0.851 0.129 -1.288
C 0.001 0.572 -0.440
C 1.413 0.644 -0.891
C 2.011 1.891 -1.057
C 3.292 2.013 -1.557
C 3.996 0.867 -1.902
Cl 5.596 1.000 -2.524
C 3.426 -0.387 -1.753
C 2.137 -0.490 -1.255
Cl 1.447 -2.054 -1.069
N -0.319 1.060 0.800
C 0.687 1.333 1.812
C 0.503 0.463 3.062
C 0.361 -1.034 2.761
N -0.979 -1.404 2.383
C -2.112 -1.221 3.129
C -3.135 -1.753 2.400
N -2.658 -2.266 1.236
C -1.375 -2.045 1.256
H -4.306 1.308 1.415
H -5.952 0.294 -0.147
H -5.171 -0.815 -2.201
H -2.751 -0.896 -2.733
H 1.453 2.778 -0.796
H 3.742 2.984 -1.684
H 3.975 -1.275 -2.023
H 1.670 1.152 1.377
H 0.608 2.384 2.107
H 1.374 0.619 3.699
H -0.381 0.805 3.601
H 1.033 -1.330 1.949
H 0.639 -1.600 3.658
H -2.099 -0.742 4.085
H -4.178 -1.803 2.638
H -0.694 -2.336 0.482
*
```

Calculated values
- maximum force (eV/A) = 0.81
- LUMO (Ha) = 0.0070
- total energy (eV) = -54053.9218
- ΔE to the lowest compared entry with this formula, charge and spin (eV) = 0.000
- highest occupied orbital energy (Ha) = -0.30539

---

(3)
Entry from the OMol25 dataset: a structure of composition C20H16Cl4NO5Pt in a non-equilibrium geometry (ωB97M-V with the def2-TZVPD basis set).

Geometry as ORCA input:
```
! wB97M-V def2-TZVPD RIJCOSX def2/J DEFGRID3
* xyz -1 5
Pt -0.914 0.325 0.400
Cl 2.477 -5.852 -0.068
C 1.562 -4.365 -0.129
C 0.231 -4.438 -0.667
C -0.451 -3.318 -1.077
C -0.003 -2.068 -0.692
O -0.704 -1.024 -1.119
C 1.191 -1.958 0.130
C 1.789 -0.720 0.640
O 2.860 -0.622 1.264
C 2.038 -3.078 0.182
H -0.245 -5.460 -0.732
H -1.308 -3.512 -1.740
H 1.264 0.261 0.547
H 3.095 -3.009 0.500
C -1.749 1.053 4.232
C -0.488 0.889 3.367
C 0.867 1.508 3.780
O -0.875 1.581 2.125
C -0.298 -0.623 3.037
O -0.047 -1.343 4.007
O -0.509 -1.168 1.830
H -2.054 2.090 4.348
H -1.545 0.655 5.213
H -2.516 0.429 3.798
H 0.747 2.557 3.942
H 1.651 1.350 2.993
H 1.190 0.957 4.616
H -0.382 2.408 1.944
Cl -5.743 3.290 -1.381
C -4.291 2.369 -1.895
Cl -4.516 1.227 -3.084
Cl -2.718 4.302 -0.806
C -2.967 2.800 -1.537
N -1.842 2.125 -1.721
C -0.934 1.346 -1.379
C 0.203 1.193 -2.327
C 0.034 0.784 -3.635
C 1.205 0.531 -4.373
C 2.391 0.339 -3.719
C 2.533 0.812 -2.408
C 1.432 1.452 -1.794
H -0.914 0.741 -4.112
H 1.059 0.424 -5.416
H 3.227 -0.088 -4.219
H 3.472 0.629 -1.878
H 1.495 2.219 -0.985
*
```

Calculated values
- maximum force (eV/A) = 3.75
- LUMO (alpha / beta) (Ha) = 0.0820 / 0.0169
- total energy (eV) = -86056.3876
- ΔE to the lowest compared entry with this formula, charge and spin (eV) = 1.047
- highest occupied orbital energy (alpha / beta) (Ha) = -0.06196 / -0.17677
- expectation value of S² = 6.08

---

(4)
Entry from the OMol25 dataset: a structure of composition C20H16CuN8S2 in a non-equilibrium geometry (ωB97M-V with the def2-TZVPD basis set).

Geometry as ORCA input:
```
! wB97M-V def2-TZVPD RIJCOSX def2/J DEFGRID3
* xyz 2 2
Cu 0.663 0.086 0.129
C 4.595 -1.610 -0.596
C 3.197 -1.055 -0.664
N 2.323 -1.065 0.325
N 2.689 -1.206 1.692
C 2.109 -0.526 2.722
N 2.671 -0.700 3.961
S 0.833 0.584 2.537
C 2.686 -0.385 -1.897
C 3.430 -0.170 -3.072
C 2.784 0.593 -4.071
C 1.450 0.954 -3.905
C 0.764 0.687 -2.700
N 1.409 0.067 -1.765
H 4.828 -2.368 -1.456
H 4.800 -2.175 0.357
H 5.245 -0.737 -0.824
H 3.461 -1.909 1.888
H 3.615 -1.052 4.048
H 2.169 -0.372 4.801
H 4.454 -0.578 -3.220
H 3.330 0.926 -4.947
H 0.926 1.476 -4.711
H -0.317 0.849 -2.581
S -6.792 0.727 1.100
N -5.741 -0.410 1.618
C -4.481 0.003 1.357
C -3.295 -0.856 1.299
C -3.317 -2.235 1.732
C -2.229 -2.963 1.418
C -1.133 -2.404 0.698
N -1.032 -1.159 0.414
C -2.179 -0.311 0.669
C -2.072 1.046 0.308
N -0.839 1.515 -0.102
C -0.755 2.787 -0.488
C -1.857 3.700 -0.480
C -3.109 3.218 -0.035
C -3.157 1.894 0.377
C -4.423 1.261 0.734
N -5.645 1.785 0.577
H -4.194 -2.583 2.338
H -2.078 -4.008 1.716
H -0.283 -3.018 0.428
H 0.174 3.125 -0.920
H -1.648 4.710 -0.807
H -4.032 3.864 -0.003
*
```

Calculated values
- maximum force (eV/A) = 4.18
- LUMO (alpha / beta) (Ha) = -0.2587 / -0.2601
- total energy (eV) = -99217.0640
- ΔE to the lowest compared entry with this formula, charge and spin (eV) = 0.529
- highest occupied orbital energy (alpha / beta) (Ha) = -0.52449 / -0.52424
- expectation value of S² = 0.75

---

(5)
Entry from the OMol25 dataset: an isolated molecule of C20H16N2O4S2 (ωB97M-V with the def2-TZVPD basis set).

Geometry as ORCA input:
```
! wB97M-V def2-TZVPD RIJCOSX def2/J DEFGRID3
* xyz 0 1
O -0.379 -0.058 1.252
C -0.834 -1.178 1.177
C 0.064 -2.409 1.254
C 0.481 -2.802 -0.173
N 0.853 -1.620 -0.922
C 2.041 -0.967 -0.616
O 2.864 -1.452 0.124
C 2.127 0.290 -1.370
C 3.122 1.199 -1.401
C 4.303 1.264 -0.565
C 4.283 0.937 0.792
C 5.433 1.046 1.549
C 6.618 1.472 0.970
C 6.644 1.818 -0.372
C 5.494 1.732 -1.130
S 0.710 0.458 -2.405
C 0.006 -1.020 -1.799
S -1.452 -1.598 -2.257
N -2.141 -1.480 0.955
C -3.196 -0.616 0.651
C -3.074 0.771 0.689
C -4.159 1.560 0.367
C -5.377 0.986 0.007
C -6.508 1.872 -0.326
O -6.468 3.078 -0.307
O -7.629 1.208 -0.661
C -5.495 -0.402 -0.030
C -4.414 -1.193 0.289
H 0.957 -2.135 1.819
H -0.431 -3.248 1.741
H 1.350 -3.463 -0.137
H -0.338 -3.285 -0.711
H 3.043 1.979 -2.150
H 3.360 0.627 1.253
H 5.406 0.796 2.599
H 7.516 1.545 1.565
H 7.562 2.163 -0.824
H 5.514 2.003 -2.176
H -2.374 -2.459 0.860
H -2.134 1.220 0.964
H -4.081 2.636 0.387
H -8.329 1.845 -0.871
H -6.435 -0.850 -0.313
H -4.504 -2.269 0.252
*
```

Calculated values
- maximum force (eV/A) = 0.99
- LUMO (Ha) = -0.0290
- total energy (eV) = -53842.0636
- highest occupied orbital energy (Ha) = -0.30958

---

Which value of total energy does entry 1 give? -38654.7754 eV

---

The highest maximum force belongs to which entry? C20H16CuN8S2

---

Copy entry 1 word for word.
Entry from the OMol25 dataset: a structure of composition C20H16AuN8O (ωB97M-V with the def2-TZVPD basis set).

Geometry as ORCA input:
```
! wB97M-V def2-TZVPD RIJCOSX def2/J DEFGRID3
* xyz 1 1
Au 0.326 -0.010 -0.126
C -1.499 2.974 3.917
N -0.836 1.847 3.280
C -0.216 1.832 2.113
N 0.092 0.575 1.808
C -0.383 -0.150 2.866
N -0.954 0.596 3.772
C -2.886 3.238 3.365
C -3.669 4.172 4.036
C -4.941 4.477 3.583
C -5.448 3.849 2.458
C -4.673 2.912 1.783
C -3.391 2.608 2.235
C -5.278 2.235 0.634
N -6.536 2.157 0.376
N -6.661 1.416 -0.780
C -5.470 1.091 -1.140
O -4.523 1.577 -0.290
C -5.113 0.264 -2.296
C -6.065 -0.642 -2.761
C -5.774 -1.448 -3.845
C -4.533 -1.363 -4.463
C -3.587 -0.450 -4.020
C -2.277 -0.344 -4.763
N -1.128 -0.284 -3.855
C -1.044 -0.704 -2.606
N 0.151 -0.370 -2.121
C 0.772 0.255 -3.166
N 0.021 0.319 -4.232
C -3.886 0.374 -2.937
H -0.860 3.848 3.787
H -1.544 2.745 4.979
H -0.016 2.706 1.516
H -0.290 -1.219 2.947
H -3.281 4.660 4.922
H -5.542 5.204 4.111
H -6.444 4.069 2.098
H -2.815 1.856 1.708
H -7.021 -0.705 -2.259
H -6.508 -2.157 -4.204
H -4.304 -2.010 -5.301
H -2.224 0.565 -5.361
H -2.146 -1.193 -5.433
H -1.832 -1.205 -2.074
H 1.769 0.656 -3.118
H -3.171 1.112 -2.589
*
```

Calculated values
- maximum force (eV/A) = 0.09
- LUMO (Ha) = -0.0917
- total energy (eV) = -38654.7754
- ΔE to the lowest compared entry with this formula, charge and spin (eV) = 0.000
- highest occupied orbital energy (Ha) = -0.41860